[1]
Computed, not measured: a 9-piece molecular cluster, C60H126F9N6O6 overall at a distorted geometry, with the ωB97M-V functional and the def2-TZVPD basis.

Properties
Frontier orbital gap, Ha: 0.276

ORCA input file:
```
! RIJCOSX wB97M-V def2-TZVPD def2/J DEFGRID3
* xyz 3 1
F -5.85 1.52 -5.98
F -7.83 1.55 -5.24
F -1.62 -1.88 -1.34
F 2.21 2.61 4.67
F 1.88 4.16 3.22
F -6.87 -0.39 -5.60
F 3.77 4.07 4.44
F -1.29 -1.44 0.71
F -0.15 -0.36 -0.78
O 1.49 -2.26 0.30
O -7.05 0.83 -2.66
O 3.50 3.14 1.43
O -0.12 -3.81 -0.08
O -5.15 -0.19 -3.69
O 4.80 1.99 2.99
N -2.78 -0.03 -6.87
N 8.34 3.04 4.17
N 0.50 7.86 4.96
N 1.09 -4.86 3.04
N -0.17 -6.04 -2.98
N -5.35 -2.44 -1.25
C 6.89 0.07 6.25
C -0.53 -7.02 -4.02
C -0.03 6.54 6.97
C -0.97 -5.66 3.88
C 7.09 4.01 2.28
C 3.78 -1.50 0.36
C 0.31 8.92 2.64
C -2.90 1.20 -6.05
C -4.63 -2.84 -2.51
C -2.35 0.87 -4.66
C -6.97 -3.12 -2.84
C 8.84 2.51 2.87
C -1.53 -0.65 -6.43
C 0.43 5.56 5.84
C 7.91 0.77 5.34
C -4.69 0.82 0.81
C 1.40 -5.48 4.36
C 0.16 6.38 4.60
C -5.43 -3.59 -0.34
C 4.74 2.80 -0.62
C -0.69 -1.56 -0.46
C 1.19 -5.22 -3.30
C -1.47 -6.95 -1.13
C 3.65 -4.94 -3.73
C 2.02 8.00 4.97
C -4.62 -1.25 -0.58
C -3.26 1.72 -10.40
C 2.21 -5.04 2.08
C 9.50 3.29 5.08
C -6.81 -2.08 -1.73
C 2.88 3.35 3.71
C 3.68 2.27 0.32
C -6.00 0.85 -3.66
C 7.30 2.11 4.80
C -1.52 -0.42 -4.91
C 1.92 -2.40 3.46
C 2.53 -6.01 -3.39
C -2.69 0.40 -8.35
C 1.36 -0.93 3.42
C -0.02 7.99 6.40
C 0.75 -3.35 3.07
C 7.67 4.27 3.69
C -0.02 -6.78 -1.58
C -2.33 -5.86 -1.76
C -0.22 -5.54 2.58
C 2.42 -1.29 -0.23
C -4.03 -0.91 -6.67
C 7.78 2.78 1.84
C 3.58 2.37 2.68
C -3.81 1.19 -8.96
C -0.05 8.96 4.14
C 0.07 -5.76 5.03
C -5.32 -0.53 0.58
C -6.72 0.85 -5.14
C -5.63 -3.32 -3.55
C -8.82 1.99 -1.66
C -7.45 2.09 -2.21
C 0.36 -2.65 -0.49
C -0.55 9.90 1.80
C -1.30 -5.09 -2.69
H -1.60 -7.02 0.01
H 2.44 7.35 5.72
H -3.82 -1.79 -7.26
H 4.51 -0.81 -0.09
H 2.29 -2.57 4.47
H -5.59 -2.71 -4.40
H -1.76 0.98 -8.37
H 6.51 0.74 6.98
H -5.31 -3.25 0.70
H -2.21 1.89 -6.48
H -4.87 -0.28 -7.12
H -1.83 -7.94 -1.51
H 2.85 1.57 2.47
H -0.67 -6.58 -5.04
H -5.57 1.85 -3.73
H 9.86 2.94 2.74
H -0.84 -4.20 -2.13
H 1.12 -4.46 -2.53
H 1.96 -6.29 3.99
H 2.49 -1.24 -1.33
H -0.18 4.71 5.93
H 8.36 2.91 0.93
H -6.34 -0.37 0.27
H 4.88 2.20 -1.51
H -4.15 -1.10 -5.62
H 0.59 8.62 7.10
H -1.72 1.70 -4.29
H -3.72 -1.68 -0.22
H -7.76 -2.69 -3.51
H 2.29 7.72 3.89
H 5.76 2.91 -0.19
H 6.02 3.77 2.34
H -7.42 -2.32 -0.89
H 2.15 9.10 5.11
H -1.49 -4.77 4.04
H 7.12 1.93 1.78
H 2.71 -6.58 -2.47
H -3.12 -6.32 -2.39
H -0.37 10.89 2.24
H -0.50 -0.45 -4.50
H -0.73 0.00 -6.84
H 0.46 -7.74 -1.74
H -1.02 8.35 6.39
H -2.03 -1.32 -4.42
H -4.61 -4.26 -0.50
H 2.74 -2.48 2.78
H -3.15 2.82 -10.37
H 0.69 -0.87 4.28
H -2.77 -5.29 -0.92
H -3.96 1.63 -11.25
H 0.51 -3.02 2.07
H 4.61 -5.42 -3.82
H -4.44 -0.54 -1.40
H 3.17 -4.62 2.39
H 7.31 4.94 1.63
H -7.21 2.93 -2.90
H 1.49 5.32 5.94
H -1.52 -1.68 -6.79
H 3.37 -4.29 -4.59
H -2.41 1.15 -10.68
H 8.87 0.96 5.83
H -1.71 -6.44 3.93
H -0.31 10.03 0.77
H -4.07 -1.96 -2.85
H 1.90 -4.52 1.19
H -0.01 -5.00 5.82
H 4.39 3.79 -0.94
H 1.39 9.11 2.57
H 2.43 -6.82 -4.15
H 2.43 -6.08 1.88
H 2.77 2.25 -0.24
H 3.67 -4.36 -2.82
H -7.42 -4.00 -2.35
H 6.33 1.99 4.14
H -4.77 1.40 -0.15
H 0.13 -6.76 5.49
H 8.43 5.04 3.68
H 0.55 -6.12 -0.92
H -8.78 1.37 -0.75
H -2.48 -0.43 -8.96
H -0.61 -4.82 1.90
H -9.28 2.94 -1.52
H -1.63 9.62 1.83
H -3.93 1.58 -6.05
H 10.08 2.33 5.16
H -4.66 0.52 -8.93
H 2.16 -0.26 3.71
H 9.13 3.57 6.07
H 6.90 2.54 5.76
H -3.67 0.93 1.11
H 6.07 -0.29 5.69
H 0.93 -0.60 2.46
H -0.85 6.48 4.27
H -3.13 0.67 -3.91
H 0.64 6.34 7.88
H 4.16 -2.56 0.15
H -5.34 -1.17 1.41
H 7.33 -0.76 6.72
H 0.23 -7.71 -4.13
H 0.15 7.91 2.34
H 0.40 9.84 4.61
H -1.02 6.26 7.32
H 7.01 4.56 4.48
H -6.36 -4.10 -0.41
H 0.16 -6.41 1.99
H -9.49 1.43 -2.41
H -4.04 2.16 -8.52
H -5.54 -4.42 -3.74
H -0.04 -3.16 3.75
H 9.10 1.46 3.00
H 0.91 -4.62 -4.15
H -5.35 1.32 1.51
H 2.12 -4.83 4.84
H 2.07 -0.40 0.17
H -1.16 9.05 4.29
H 3.97 1.26 0.66
H -3.97 -3.66 -2.20
H -6.79 2.32 -1.34
H -1.51 -7.51 -3.82
H -1.70 -4.78 -3.67
H -6.78 -0.97 -1.92
H 3.80 -1.28 1.50
H 0.69 -2.73 -1.56
H 10.11 4.11 4.67
H 0.84 6.21 3.71
H 8.17 0.04 4.53
*
```


[2]
Computed, not measured: a 8-piece molecular cluster, C60H127N7O5 overall at a distorted geometry, with the ωB97M-V functional and the def2-TZVPD basis.

Properties
Frontier orbital gap, Ha: 0.144

ORCA input file:
```
! RIJCOSX wB97M-V def2-TZVPD def2/J DEFGRID3
* xyz 6 1
O 0.49 -1.11 0.44
O 1.45 3.78 -0.90
O 3.66 -0.57 0.93
O -2.86 2.20 6.84
O -1.78 1.23 -1.40
N -0.85 -5.21 -4.05
N 1.94 4.09 0.34
N -2.56 3.49 6.30
N 1.40 1.30 -6.13
N -3.12 1.14 -1.00
N -0.73 -3.01 3.81
N 3.60 -1.90 0.43
C 3.28 -4.21 1.33
C 1.72 5.89 1.88
C -0.36 1.98 -4.62
C 4.91 -2.44 -1.61
C -1.01 -4.28 -5.31
C -2.30 -5.36 1.05
C -1.61 2.30 4.40
C 1.66 3.67 2.79
C 3.52 -2.04 -1.12
C 1.64 6.43 -0.49
C 2.26 2.25 -8.51
C -1.49 -3.47 5.07
C 3.38 2.37 1.35
C -5.56 1.37 -1.51
C 4.44 -2.59 2.68
C 5.58 -3.61 -0.92
C -2.48 0.63 1.43
C 3.59 2.42 -9.24
C -2.10 6.08 5.12
C -0.57 -1.43 3.93
C 0.72 -3.51 3.94
C -2.05 -6.17 -3.93
C 1.34 -2.53 4.98
C 0.36 2.39 -5.90
C 5.62 -3.42 0.58
C 2.31 5.57 0.55
C 0.60 -6.84 -2.65
C -1.80 -3.03 -3.49
C 3.11 -0.67 -1.71
C 2.28 4.99 3.04
C -4.87 0.18 0.55
C 2.49 -3.08 -1.56
C 0.87 1.99 1.21
C -5.81 0.13 -0.61
C 2.00 1.15 -4.72
C -0.93 -4.15 -2.91
C -2.10 5.93 6.59
C -1.59 4.75 4.48
C -3.78 3.56 4.13
C -3.96 0.36 -3.20
C -4.37 5.08 7.14
C -3.84 2.80 -2.55
C 0.46 -6.02 -3.96
C 3.83 5.82 0.50
C 0.77 -0.05 -6.69
C 4.22 -3.04 1.23
C 1.80 -7.77 -2.41
C 2.59 1.66 -7.11
C -3.31 0.18 0.18
C 0.82 -1.19 4.56
C -2.07 -3.20 -5.00
C -1.46 -3.40 2.52
C -2.43 3.57 4.80
C 0.82 1.41 -3.76
C -2.81 -1.22 -0.28
C -2.30 4.43 8.56
C -4.14 1.40 -2.11
C -1.51 -4.94 2.23
C 1.97 3.02 1.41
C -2.86 4.73 7.14
H 1.87 -8.51 -3.21
H -1.43 -2.03 -3.27
H -0.49 -5.32 2.22
H -0.32 -7.37 -2.41
H -1.99 -2.31 -5.62
H -4.63 5.51 6.17
H -2.41 -6.44 1.03
H 0.65 5.98 2.06
H -4.56 3.17 -3.29
H 2.25 -3.94 1.08
H 3.06 2.49 -6.58
H 3.80 0.17 -1.64
H -3.28 -4.89 1.00
H -4.52 0.75 -4.05
H -1.48 6.89 4.74
H 1.79 -8.45 -1.56
H -0.15 2.36 1.18
H 4.21 3.07 1.41
H -4.55 5.89 7.84
H -1.29 -4.60 -1.98
H 4.32 3.10 -8.81
H 2.89 -4.10 -1.59
H 1.81 7.50 -0.39
H -2.80 1.63 1.70
H 3.47 1.90 0.37
H -2.92 -5.52 -3.99
H 4.09 1.45 -9.29
H -3.05 -1.85 0.58
H -1.07 5.67 6.83
H 0.99 1.59 0.20
H 5.12 -4.55 -1.23
H 0.54 0.48 -3.27
H 0.77 -4.54 4.28
H -1.75 -1.19 -0.50
H 1.87 6.06 -1.49
H 1.31 -3.53 3.02
H -2.49 -3.05 2.62
H 0.69 -6.20 -1.77
H -5.05 1.05 1.19
H -1.53 4.73 3.39
H -2.38 5.31 9.19
H -1.28 4.08 8.39
H 0.58 3.78 2.80
H -2.69 0.02 2.31
H -2.90 3.70 9.09
H -1.06 1.19 -4.89
H 2.11 -2.90 -2.56
H 3.39 -4.99 0.57
H -4.26 -0.68 -3.08
H 1.56 -0.76 -6.94
H -1.83 -6.88 -4.73
H -3.08 -3.49 -5.30
H 0.13 -3.92 -2.84
H -3.15 -1.71 -1.19
H -3.69 3.93 3.11
H -3.79 3.55 -1.76
H 2.05 6.90 2.13
H 1.62 1.63 -9.14
H 1.65 3.13 -8.34
H 2.42 -2.60 5.03
H 0.92 1.04 1.73
H -3.10 6.28 4.75
H -1.40 0.58 1.33
H -2.20 1.39 4.49
H 4.80 -2.67 -2.67
H -0.76 2.22 5.07
H -5.73 2.23 -0.86
H -1.15 2.33 3.41
H 2.74 -0.76 -2.73
H -5.23 -0.56 1.27
H -4.60 4.07 4.64
H -6.29 1.41 -2.31
H -1.21 -4.94 -6.16
H 1.75 2.97 3.62
H 0.90 -1.97 0.26
H -0.82 -1.07 2.93
H -6.83 -0.13 -0.32
H -5.57 -0.80 -1.14
H 1.66 -3.16 -0.87
H -2.56 -3.29 4.92
H 4.54 -3.45 3.34
H -2.89 2.92 -3.07
H -5.06 4.24 7.24
H -2.76 -2.98 -2.97
H -2.92 0.35 -3.54
H 6.34 -2.63 0.83
H 5.27 -1.89 2.80
H 2.45 0.16 -4.67
H -1.18 -2.92 5.96
H 0.09 0.12 -7.53
H -1.70 -5.10 0.18
H 2.33 -0.19 -1.12
H -0.26 2.46 -6.80
H -1.89 -5.45 3.12
H 3.39 2.68 -10.28
H 3.35 4.89 3.20
H 6.63 -3.70 -1.21
H -0.80 2.78 -4.03
H 6.10 -4.22 1.15
H 0.99 -2.69 6.00
H 0.56 6.33 -0.35
H 3.20 -4.75 2.27
H 2.78 -7.33 -2.26
H 1.06 2.16 -3.00
H -1.26 -4.51 5.31
H 0.22 -0.43 -5.84
H -4.08 2.55 3.88
H -1.45 -1.11 4.49
H 5.59 -1.61 -1.47
H 0.34 -6.72 -4.78
H 4.08 6.80 0.89
H 3.20 0.75 -7.06
H 2.66 2.00 -4.52
H -0.01 -3.84 -5.34
H 3.62 -2.05 3.16
H 0.84 -0.46 5.36
H -2.00 -6.57 -2.91
H 1.28 -5.29 -4.00
H 4.33 5.08 1.13
H 1.83 5.41 3.94
H 1.53 -0.77 3.84
H 4.30 5.69 -0.47
H -0.58 4.57 4.82
H -2.37 6.88 7.04
H -1.00 -2.85 1.70
H 1.05 3.23 -5.82
H 3.61 1.69 2.16
*
```


Energy values (in Eh) by entry order: -4039.44908, -3118.84491.